Molecular formula: C3H5N2OP
Method: DFT, the ωB97M-V functional and the def2-TZVPD basis

Geometry as XYZ:
```
12
C3H5N2OP the ωB97M-V functional and the def2-TZVPD basis
C 0.249 -1.562 0.199
C 0.635 0.797 -0.035
C -1.656 0.015 0.028
N 1.990 0.563 0.056
N -0.252 -0.410 0.025
O 0.052 1.856 -0.270
P 3.108 -0.675 -0.257
H -0.380 -2.520 0.033
H -1.944 0.290 1.038
H -1.734 0.975 -0.560
H -2.412 -0.829 -0.395
H 2.344 1.500 0.138
```

The relative energy (zero: lowest compared OMol25 entry of this formula, charge and spin) is 5.076 eV. The HOMO energy (alpha / beta) comes out at -0.2711 / -0.2660 Eh.

The computed Löwdin charges, all in e, follow: atom 1 (C): -0.01, atom 2 (C): -0.50, atom 3 (C): -0.06, atom 4 (N): -0.37, atom 5 (N): -0.19, atom 6 (O): 0.04, atom 7 (P): 0.66, atom 8 (H): 0.06, atom 9 (H): 0.08, atom 10 (H): 0.09, atom 11 (H): 0.14, atom 12 (H): 0.06

Molecular formula: C64H106N10O10
Method: DFT, the ωB97M-V functional and the def2-TZVPD basis

Geometry as XYZ:
```
190
C64H106N10O10 the ωB97M-V functional and the def2-TZVPD basis
C -11.450 11.895 12.045
C -10.214 10.984 12.346
N -9.737 10.097 11.200
C -9.626 10.836 9.979
C -8.580 11.956 9.858
C -8.483 9.590 11.759
C -8.609 8.816 13.039
H -12.007 12.080 12.964
H -12.026 11.513 11.203
H -11.026 12.743 11.507
H -9.427 11.698 12.591
H -10.362 10.434 13.275
H -9.501 10.011 9.277
H -10.599 11.254 9.716
H -8.943 12.719 9.169
H -8.377 12.518 10.770
H -7.590 11.546 9.657
H -7.711 10.303 12.049
H -7.871 9.066 11.025
H -9.338 8.030 13.233
H -8.243 9.469 13.831
H -7.907 7.998 12.877
C -17.841 22.328 13.138
C -17.835 20.774 13.341
N -18.072 20.405 14.674
C -16.975 20.463 15.639
C -17.540 20.936 16.972
C -18.702 18.998 14.738
C -20.218 19.210 14.237
H -17.161 22.943 13.727
H -18.834 22.776 13.106
H -17.532 22.475 12.103
H -18.520 20.230 12.691
H -16.836 20.397 13.121
H -16.383 19.552 15.551
H -16.175 21.120 15.297
H -17.342 21.999 17.110
H -18.593 20.743 17.173
H -17.237 20.604 17.965
H -18.639 18.589 15.747
H -17.999 18.355 14.209
H -20.301 19.659 13.248
H -20.717 19.957 14.855
H -20.679 18.242 14.037
C -27.091 12.433 23.545
C -25.740 12.444 22.610
N -25.685 11.328 21.705
C -24.503 11.291 20.829
C -24.592 12.711 20.128
C -25.596 9.977 22.383
C -24.392 9.759 23.413
H -27.126 11.568 24.207
H -27.996 12.317 22.948
H -27.097 13.331 24.163
H -25.800 13.377 22.051
H -24.835 12.692 23.164
H -23.461 11.153 21.120
H -24.686 10.433 20.181
H -24.275 13.450 20.865
H -23.859 12.745 19.322
H -25.502 13.077 19.653
H -25.747 9.046 21.836
H -26.473 10.048 23.026
H -23.460 9.469 22.927
H -24.746 9.093 24.199
H -24.068 10.610 24.013
C -26.681 11.642 17.254
C -26.826 11.874 15.782
N -25.555 11.555 15.099
C -25.890 11.090 13.727
C -26.545 9.711 13.660
C -24.442 12.612 15.244
C -23.060 12.051 14.919
H -27.569 11.753 17.877
H -26.007 12.422 17.608
H -26.239 10.670 17.472
H -27.502 11.136 15.350
H -27.123 12.921 15.728
H -25.005 11.146 13.092
H -26.708 11.657 13.282
H -27.627 9.703 13.525
H -26.395 9.167 14.593
H -26.193 9.295 12.716
H -24.698 13.433 14.574
H -24.464 13.014 16.257
H -22.265 12.753 15.169
H -22.914 11.087 15.407
H -22.756 11.756 13.915
O -15.297 12.674 10.196
C -15.097 13.654 10.900
N -14.690 14.681 10.290
C -15.456 13.634 12.308
H -14.621 14.532 9.294
H -14.243 15.449 10.769
H -14.505 13.863 12.789
H -15.851 12.686 12.675
H -16.272 14.350 12.398
O -12.156 14.994 20.170
C -12.971 14.272 19.613
N -12.510 13.597 18.481
C -14.359 13.995 20.072
H -13.286 13.302 17.907
H -11.559 13.815 18.217
H -14.791 14.827 20.628
H -14.139 13.102 20.659
H -15.196 13.971 19.374
O -13.111 18.246 15.632
C -12.462 18.350 16.637
N -11.831 19.411 17.108
C -12.660 17.204 17.667
H -11.972 20.282 16.616
H -11.474 19.221 18.034
H -12.111 17.387 18.591
H -12.280 16.290 17.211
H -13.684 16.966 17.954
O -20.878 9.422 18.400
C -21.322 8.285 18.155
N -20.744 7.302 18.737
C -22.635 7.942 17.429
H -19.983 7.542 19.355
H -20.973 6.318 18.708
H -22.496 7.564 16.416
H -23.307 8.799 17.377
H -23.218 7.126 17.856
O -13.706 20.418 11.721
C -13.914 19.695 12.653
N -13.504 20.053 13.843
C -14.428 18.277 12.566
H -13.451 19.203 14.385
H -12.812 20.769 14.013
H -13.645 17.617 12.192
H -15.229 18.122 11.844
H -14.794 17.964 13.544
O -10.662 12.909 16.034
C -9.643 12.297 16.098
N -8.927 11.998 15.001
C -9.315 11.692 17.392
H -8.210 11.288 14.990
H -9.361 12.459 14.213
H -8.289 11.327 17.452
H -9.961 10.818 17.472
H -9.448 12.417 18.196
C -13.425 8.536 9.395
C -12.767 8.887 10.527
C -13.392 9.370 11.685
C -14.801 9.328 11.773
C -15.546 8.772 10.673
C -14.849 8.369 9.467
C -17.119 8.743 10.695
O -17.870 8.473 9.738
C -17.753 9.247 11.999
C -19.161 9.167 12.227
C -19.751 9.809 13.235
C -19.044 10.333 14.327
C -17.659 10.260 14.217
C -17.001 9.790 13.051
C -15.462 9.882 12.976
O -14.865 10.188 14.001
H -12.974 8.284 8.447
H -11.720 9.128 10.415
H -12.826 9.760 12.519
H -15.533 8.084 8.681
H -19.842 8.679 11.545
H -20.817 9.838 13.408
H -19.393 10.940 15.149
H -17.127 10.533 15.116
C -13.757 14.409 15.463
C -13.802 13.019 15.598
C -14.857 12.339 16.126
C -15.933 13.095 16.638
C -15.900 14.568 16.530
C -14.819 15.156 15.938
C -17.032 15.362 17.159
O -16.956 16.545 17.394
C -18.353 14.586 17.413
C -19.622 15.277 17.420
C -20.834 14.597 17.735
C -20.838 13.209 17.896
C -19.568 12.528 17.674
C -18.341 13.165 17.420
C -17.159 12.352 17.127
O -17.206 11.092 17.301
H -12.952 14.976 15.018
H -12.966 12.521 15.130
H -14.833 11.261 16.183
H -14.829 16.236 15.955
H -19.631 16.340 17.230
H -21.783 15.111 17.730
H -21.699 12.594 18.110
H -19.696 11.461 17.561
```

As for the net charge: -1. The HOMO energy (alpha / beta) comes out at -0.0840 / -0.2088 Eh. As for the spin multiplicity: 2.

Löwdin atomic charge list, values in e, 99 entries: atom 1 (C): -0.06, atom 2 (C): -0.23, atom 3 (N): -0.16, atom 4 (C): -0.28, atom 5 (C): -0.07, atom 6 (C): -0.29, atom 7 (C): -0.10, atom 8 (H): 0.07, atom 9 (H): 0.05, atom 10 (H): 0.07, atom 11 (H): 0.06, atom 12 (H): 0.10, atom 13 (H): 0.12, atom 14 (H): 0.10, atom 15 (H): 0.07, atom 16 (H): 0.06, atom 17 (H): 0.07, atom 18 (H): 0.10, atom 19 (H): 0.11, atom 20 (H): 0.09, atom 21 (H): 0.06, atom 22 (H): 0.07, atom 23 (C): -0.06, atom 24 (C): -0.28, atom 25 (N): -0.23, atom 26 (C): -0.25, atom 27 (C): -0.08, atom 28 (C): -0.16, atom 29 (C): -0.07, atom 30 (H): 0.06, atom 31 (H): 0.06, atom 32 (H): 0.06, atom 33 (H): 0.10, atom 34 (H): 0.10, atom 35 (H): 0.10, atom 36 (H): 0.10, atom 37 (H): 0.06, atom 38 (H): 0.07, atom 39 (H): 0.06, atom 40 (H): 0.09, atom 41 (H): 0.10, atom 42 (H): 0.04, atom 43 (H): 0.07, atom 44 (H): 0.06, atom 45 (C): -0.05, atom 46 (C): -0.25, atom 47 (N): -0.18, atom 48 (C): -0.22, atom 49 (C): -0.09, atom 50 (C): -0.21, atom 51 (C): -0.08, atom 52 (H): 0.04, atom 53 (H): 0.06, atom 54 (H): 0.06, atom 55 (H): 0.08, atom 56 (H): 0.11, atom 57 (H): 0.11, atom 58 (H): 0.10, atom 59 (H): 0.06, atom 60 (H): 0.05, atom 61 (H): 0.06, atom 62 (H): 0.11, atom 63 (H): 0.07, atom 64 (H): 0.06, atom 65 (H): 0.06, atom 66 (H): 0.06, atom 67 (C): -0.10, atom 68 (C): -0.27, atom 69 (N): -0.17, atom 70 (C): -0.26, atom 71 (C): -0.11, atom 72 (C): -0.19, atom 73 (C): -0.10, atom 74 (H): 0.08, atom 75 (H): 0.04, atom 76 (H): 0.08, atom 77 (H): 0.10, atom 78 (H): 0.12, atom 79 (H): 0.11, atom 80 (H): 0.10, atom 81 (H): 0.06, atom 82 (H): 0.07, atom 83 (H): 0.07, atom 84 (H): 0.11, atom 85 (H): 0.10, atom 86 (H): 0.07, atom 87 (H): 0.07, atom 88 (H): 0.06, atom 89 (O): 0.01, atom 90 (C): -0.70, atom 91 (N): 0.18, atom 92 (C): 0.02, atom 93 (H): 0.13, atom 94 (H): 0.11, atom 95 (H): 0.08, atom 96 (H): 0.08, atom 97 (H): 0.10, atom 98 (O): -0.01, atom 99 (C): -0.59